Entry from the OMol25 dataset: a structure of composition C46H34N2O8P2PtTe (the ωB97M-V functional and the def2-TZVPD basis).

Last column: Löwdin charge in e.
Element x y z (Å)
Pt: 0.3617 -0.5437 0.1358  0.3446
O: -3.3620 -2.0069 -0.6135  0.0255
C: -2.7478 -1.0791 -0.1159  -0.6472
O: -1.6383 -1.2257 0.5520  -0.3573
C: -3.4003 0.3035 -0.1196  -0.0391
C: -4.7545 0.3018 -0.2629  0.0473
C: -5.5112 1.4883 -0.1829  -0.1672
C: -4.8930 2.7079 0.0057  0.0537
C: -3.5251 2.7487 0.1524  -0.0665
C: -2.6720 1.5564 0.1224  -0.3063
O: -1.4501 1.6073 0.2659  -0.0693
N: -2.9601 4.0662 0.3702  -0.3458
O: -1.8351 4.1785 0.8271  0.0452
O: -3.6464 5.0481 0.0783  0.0023
N: -6.9408 1.4423 -0.2762  -0.3795
O: -7.4896 0.3515 -0.3870  0.0218
O: -7.5761 2.4948 -0.2376  0.0043
H: -5.2483 -0.6436 -0.4342  0.1224
H: -5.4708 3.6165 0.0554  0.1199
C: 5.2624 1.4327 4.8847  -0.0235
C: 4.6241 0.1055 4.4413  -0.4273
C: 5.2931 -1.0556 5.1961  -0.0307
C: 3.1371 0.1202 4.7709  -0.0966
C: 2.6651 0.1821 6.0792  -0.0411
C: 1.3060 0.1600 6.3541  -0.0800
C: 0.3856 0.0273 5.3211  -0.0736
C: 0.8092 -0.0531 4.0020  -0.2186
P: -0.2760 -0.4564 2.5309  1.0616
C: -0.6254 -2.1857 3.0525  -0.3241
C: -1.4358 -2.5271 4.1325  -0.0973
C: -1.5947 -3.8532 4.5067  -0.0955
C: -0.9389 -4.8580 3.8079  -0.1082
C: -0.1328 -4.5264 2.7292  -0.0830
C: 0.0173 -3.2001 2.3491  -0.0850
C: -1.7491 0.4978 3.0336  -0.3484
C: -3.0352 -0.0307 3.0113  -0.0932
C: -4.1319 0.7691 3.3098  -0.0777
C: -3.9553 2.1108 3.6064  -0.0934
C: -2.6761 2.6550 3.5996  -0.0896
C: -1.5835 1.8533 3.3169  -0.0945
C: 2.1762 0.0510 3.7731  -0.1932
O: 2.4990 0.0747 2.4598  -0.0226
C: 3.7718 -0.0710 2.0479  -0.1935
C: 3.8989 -0.1789 0.6648  -0.1994
C: 5.1924 -0.3157 0.1748  -0.0875
C: 6.2894 -0.3379 1.0304  -0.0791
C: 6.1085 -0.2145 2.3961  -0.0436
C: 4.8357 -0.0775 2.9417  -0.0946
P: 2.3905 0.0772 -0.4438  0.7950
C: 2.5398 1.9086 -0.5431  -0.3254
C: 3.7449 2.5493 -0.8414  -0.1065
C: 3.8178 3.9315 -0.8677  -0.1027
C: 2.6854 4.6925 -0.5847  -0.1020
C: 1.4884 4.0648 -0.2859  -0.0628
C: 1.4129 2.6743 -0.2689  -0.0627
C: 3.2006 -0.5190 -1.9815  -0.4971
C: 3.6255 -1.8432 -2.0373  -0.1570
C: 4.2221 -2.3463 -3.1810  -0.0984
C: 4.4110 -1.5248 -4.2838  -0.1096
C: 4.0082 -0.1979 -4.2280  -0.0943
C: 3.4030 0.3022 -3.0850  -0.1326
H: 5.1316 1.5798 5.9591  0.0771
H: 4.8006 2.2724 4.3641  0.0980
H: 6.3321 1.4390 4.6649  0.0774
H: 5.1533 -0.9479 6.2731  0.0734
H: 6.3661 -1.0797 4.9975  0.0727
H: 4.8635 -2.0095 4.8884  0.0985
H: 3.3711 0.2529 6.8993  0.1037
H: 0.9618 0.2254 7.3790  0.0947
H: -0.6732 -0.0156 5.5453  0.1042
H: -1.9513 -1.7561 4.6911  0.0920
H: -2.2385 -4.1008 5.3428  0.0928
H: -1.0711 -5.8953 4.0927  0.0899
H: 0.3641 -5.3029 2.1603  0.0981
H: 0.6026 -2.9400 1.4732  0.0761
H: -3.1852 -1.0628 2.7218  0.1128
H: -5.1278 0.3456 3.2632  0.1049
H: -4.8137 2.7423 3.8019  0.0986
H: -2.5314 3.7138 3.7752  0.1015
H: -0.5958 2.2976 3.2723  0.1169
H: 5.3572 -0.4037 -0.8898  0.0995
H: 7.2863 -0.4433 0.6210  0.0953
H: 6.9733 -0.2188 3.0506  0.1036
H: 4.6326 1.9680 -1.0587  0.0966
H: 4.7570 4.4171 -1.1067  0.0899
H: 2.7423 5.7751 -0.6019  0.0910
H: 0.5933 4.6353 -0.0678  0.0938
H: 0.4622 2.1979 -0.0582  0.0577
H: 3.4527 -2.4980 -1.1907  0.1114
H: 4.5180 -3.3878 -3.2194  0.0944
H: 4.8641 -1.9193 -5.1860  0.0870
H: 4.1316 0.4454 -5.0910  0.0942
H: 3.0468 1.3230 -3.0699  0.1022
Te: 0.0084 -1.0166 -2.3808  0.0809

**E**: -96730.73550 eV
**LUMO**: 3.58 eV
**Strongest force on any atom**: 0.4 eV Å⁻¹
**Total charge**: -2
**Orbital gap**: 4.2 eV
**Relative energy (zero: lowest compared OMol25 entry of this formula, charge and spin)**: 0.0 kJ/mol

=====

Entry from the OMol25 dataset: a cluster of 8 separate species, C46H35NO28 in total at a distorted geometry (the ωB97M-V functional and the def2-TZVPD basis).

Last column: Löwdin charge in e.
Element x y z (Å)
C: 11.3341 16.0597 12.4674  0.0542
C: 10.5591 17.1506 12.6549  -0.1875
C: 9.3322 17.2856 13.7103  -0.2701
O: 8.5811 18.2083 13.6614  0.1301
C: 9.2046 16.1003 14.6495  0.0664
C: 10.0027 15.0693 14.4004  -0.2616
C: 11.1035 14.9478 13.3507  -0.3089
O: 11.7609 13.9027 13.3333  0.0817
O: 9.8134 13.8687 14.9675  0.0863
O: 10.8754 18.3064 12.0958  0.1082
H: 12.1657 16.0488 11.8412  0.1165
H: 8.3826 16.0311 15.3565  0.1347
H: 10.6596 13.3870 14.9059  0.1147
H: 10.1785 18.9496 12.1847  0.1120
C: 22.3629 16.7264 9.6345  0.0658
C: 21.7742 17.7983 9.0336  -0.2129
C: 20.4684 18.4735 9.6045  -0.2773
O: 20.0899 19.5274 9.1047  0.0975
C: 19.8957 17.7589 10.7297  0.0800
C: 20.5624 16.7418 11.3317  -0.2150
C: 21.8006 16.1370 10.8216  -0.2768
O: 22.2733 15.1208 11.4001  0.0700
O: 20.0078 16.2561 12.4487  0.0553
O: 22.1552 18.4095 7.9406  0.1163
H: 23.1920 16.3208 9.0906  0.1281
H: 18.9511 18.0713 11.1111  0.1245
H: 20.5731 15.5490 12.8439  0.0796
H: 21.6438 19.2596 7.8859  0.1360
C: 21.7469 14.4099 16.7066  0.0652
C: 22.4653 13.6058 17.4921  -0.2095
C: 23.4432 12.4865 17.0794  -0.3178
O: 23.9090 11.7439 17.9370  0.0976
C: 23.6498 12.4769 15.6756  0.0620
C: 22.9824 13.2972 14.8212  -0.1610
C: 21.8641 14.2658 15.2751  -0.2533
O: 21.1515 14.8183 14.4285  0.0604
O: 23.2637 13.2177 13.5100  0.1258
O: 22.4627 13.6319 18.8322  0.0899
H: 21.1559 15.1552 17.1324  0.1117
H: 24.4307 11.8232 15.3102  0.1374
H: 22.8292 13.8951 13.0088  0.0595
H: 22.8131 12.7490 19.1487  0.1300
C: 13.2185 21.3265 14.2151  0.0680
C: 14.4983 21.7507 14.0014  -0.2233
C: 15.6466 20.7964 13.5859  -0.2914
O: 16.7148 21.3086 13.2268  0.0756
C: 15.4001 19.3684 13.7250  0.0608
C: 14.1599 18.9214 14.0176  -0.2447
C: 12.9824 19.9059 14.2896  -0.2729
O: 11.8753 19.4220 14.5821  0.0746
O: 13.8126 17.6731 14.0162  0.0914
O: 14.8681 23.0084 13.9214  0.1053
H: 12.4591 22.0576 14.3722  0.1243
H: 16.2552 18.7576 13.4489  0.1262
H: 12.9683 17.4632 14.5019  0.0962
H: 15.8568 23.0601 13.7940  0.1420
C: 20.1853 17.8118 15.2507  0.0754
C: 19.4455 17.7972 16.3853  -0.2101
C: 19.9270 18.4855 17.6761  -0.3267
O: 19.2161 18.5344 18.6690  0.1103
C: 21.1791 19.1088 17.6193  0.0521
C: 21.9465 19.0698 16.5323  -0.2168
C: 21.4534 18.5319 15.2363  -0.3161
O: 22.1647 18.6343 14.2586  0.1146
O: 23.1967 19.5654 16.5015  0.1116
O: 18.3938 17.0172 16.5621  0.0912
H: 19.7958 17.3342 14.3507  0.1122
H: 21.5405 19.5243 18.5629  0.1497
H: 23.4846 19.5754 15.5695  0.1194
H: 18.0662 17.1296 17.4712  0.1017
C: 14.1708 17.1716 17.3931  0.0572
C: 14.7199 16.7965 18.5371  -0.2292
C: 14.0121 16.1355 19.7158  -0.2928
O: 14.7166 15.8638 20.6678  0.1209
C: 12.5936 15.9197 19.5892  0.0710
C: 12.0629 16.2268 18.4380  -0.2271
C: 12.8435 16.6776 17.2031  -0.2502
O: 12.2082 16.7528 16.1310  0.0598
O: 10.7714 16.0433 18.1975  0.1177
O: 15.9735 16.9958 18.8818  0.1183
H: 14.8056 17.6170 16.5875  0.1535
H: 12.0748 15.4722 20.4403  0.1516
H: 10.5335 16.1102 17.2483  0.1137
H: 16.2233 16.6222 19.7462  0.1306
C: 21.2930 9.4796 19.2565  0.0687
C: 20.4415 10.4071 18.8292  -0.2200
C: 19.1954 10.9305 19.5788  -0.3276
O: 18.5272 11.8368 19.1568  0.1128
C: 18.9134 10.2817 20.8381  0.0721
C: 19.7635 9.3184 21.2491  -0.2575
C: 21.0361 8.9448 20.5677  -0.3240
O: 21.7079 8.0797 21.0964  0.1087
O: 19.6020 8.7432 22.3986  0.1360
O: 20.5180 10.9671 17.6311  0.0810
H: 22.1685 9.2229 18.7130  0.1288
H: 17.9539 10.5162 21.3378  0.1466
H: 20.2942 8.1339 22.6385  0.1145
H: 19.7739 11.6087 17.5053  0.0805
C: 15.7565 14.3767 15.6284  -0.0613
C: 16.6992 15.0053 14.6181  -0.2814
C: 17.4367 14.0332 13.7811  -0.1729
C: 18.2490 13.1532 14.6850  -0.1783
N: 18.7684 12.5648 15.5300  0.1917
H: 16.4778 13.9117 16.3286  0.0827
H: 15.1313 13.6295 15.1937  0.0722
H: 15.1196 15.0438 16.1855  0.0439
H: 17.4053 15.6976 15.1102  0.0933
H: 16.2036 15.6738 13.9150  0.1052
H: 18.1203 14.4949 13.0674  0.1015
H: 16.7049 13.3949 13.2159  0.1411

**E**: -107084.32162 eV
**LUMO**: -1.86 eV
**Strongest force on any atom**: 3.3 eV Å⁻¹
**Total charge**: 0
**Orbital gap**: 7.5 eV

=====

Entry from the OMol25 dataset: a structure of composition C46H36N2OP2RuSSe2 at a distorted geometry (the ωB97M-V functional and the def2-TZVPD basis).

Last column: Mulliken spin population.
Element x y z (Å)
Ru: -0.3134 -0.5475 -0.1085  0.0043
O: 2.6038 -1.9000 0.0887  0.0001
S: 1.9530 -0.6025 -0.1707  -0.0059
C: 2.6348 0.0499 -1.6607  0.0017
C: 4.0074 -0.0134 -1.8782  -0.0022
C: 4.5156 0.5245 -3.0488  0.0006
C: 3.6631 1.1056 -3.9849  0.0001
C: 2.2916 1.1014 -3.7838  -0.0018
C: 1.7650 0.5585 -2.6120  -0.0037
P: 0.0023 0.2022 -2.4208  0.0054
C: -0.3863 -0.7303 -3.9140  0.0023
C: -0.7520 -0.1233 -5.1189  -0.0002
C: -0.9340 -0.9000 -6.2531  -0.0002
C: -0.7439 -2.2744 -6.1937  0.0001
C: -0.3627 -2.8779 -5.0019  -0.0007
C: -0.1841 -2.1100 -3.8619  0.0006
C: -0.9310 1.7304 -2.4706  -0.0276
C: -2.2826 1.5663 -2.8191  0.0038
C: -3.2589 2.3363 -2.2484  0.0076
C: -2.9288 3.4066 -1.2986  0.0028
C: -1.5407 4.0384 -1.4554  0.0685
C: -0.4329 2.9810 -1.7751  0.1233
C: 2.4926 0.4949 1.1279  -0.0064
C: 3.6819 1.2138 1.0858  0.0009
C: 4.1419 1.8098 2.2509  -0.0016
C: 3.4424 1.6561 3.4418  0.0012
C: 2.2498 0.9476 3.4672  0.0061
C: 1.7429 0.3890 2.2982  -0.0029
P: 0.1551 -0.5019 2.2719  0.0136
C: -1.0449 0.5950 3.0946  -0.0426
C: -2.3057 0.0685 3.4013  -0.0002
C: -3.2848 0.8633 3.9827  0.0008
C: -3.0217 2.1999 4.2552  0.0021
C: -1.7815 2.7368 3.9372  0.0070
C: -0.8004 1.9418 3.3559  0.0484
C: 0.4285 -1.8936 3.3925  0.0034
C: -0.1769 -1.9885 4.6460  -0.0021
C: 0.1673 -3.0255 5.5041  -0.0006
C: 1.1157 -3.9626 5.1249  -0.0004
C: 1.7387 -3.8585 3.8872  -0.0002
C: 1.3979 -2.8323 3.0229  -0.0013
H: 4.6563 -0.4987 -1.1596  -0.0002
H: 5.5796 0.4813 -3.2399  0.0000
H: 4.0699 1.5233 -4.8968  0.0000
H: 1.6370 1.4863 -4.5558  -0.0002
H: -0.8946 0.9495 -5.1866  0.0000
H: -1.2177 -0.4306 -7.1860  -0.0001
H: -0.8835 -2.8757 -7.0821  0.0000
H: -0.2000 -3.9474 -4.9629  0.0000
H: 0.1426 -2.5804 -2.9416  0.0001
H: -2.5600 0.7495 -3.4689  0.0006
H: -4.2996 2.1365 -2.4911  0.0001
H: -3.7128 4.1611 -1.2582  -0.0010
H: -1.4768 4.9240 -2.0814  -0.0079
H: 0.3449 3.4317 -2.3974  -0.0074
H: 4.2550 1.3069 0.1754  0.0005
H: 5.0656 2.3730 2.2338  0.0000
H: 3.8287 2.0916 4.3542  0.0000
H: 1.7112 0.8299 4.4001  0.0000
H: -2.5152 -0.9800 3.2187  0.0017
H: -4.2461 0.4338 4.2344  0.0001
H: -3.7768 2.8162 4.7264  0.0001
H: -1.5683 3.7755 4.1571  -0.0012
H: 0.1577 2.3815 3.1175  -0.0137
H: -0.8976 -1.2585 4.9791  -0.0002
H: -0.3027 -3.0902 6.4764  0.0001
H: 1.3779 -4.7687 5.7972  -0.0001
H: 2.5015 -4.5711 3.6016  0.0001
H: 1.9178 -2.7409 2.0789  -0.0006
Se: -2.8228 -0.0168 0.4294  0.0163
Se: -2.9190 -1.2989 -1.4546  0.0010
C: -1.9451 -2.8166 -0.8447  0.0019
C: -2.5352 -4.0607 -0.9088  -0.0020
C: -1.7774 -5.1661 -0.5264  0.0007
C: -0.4834 -4.9642 -0.0873  -0.0001
C: 0.0237 -3.6725 -0.0244  0.0002
N: -0.6913 -2.6085 -0.4062  -0.0001
C: -1.8539 1.6880 0.2539  -0.0145
C: -2.5290 3.0346 0.1789  0.1075
C: -1.4549 4.2090 0.0945  0.1129
C: -0.0900 3.8134 0.4661  0.6908
C: 0.2064 2.6393 -0.3861  -0.0589
N: -0.6115 1.4849 0.1039  0.0726
H: -3.5596 -4.1619 -1.2397  0.0003
H: -2.2072 -6.1587 -0.5569  0.0001
H: 0.1429 -5.7913 0.2172  -0.0001
H: 1.0336 -3.4770 0.2976  0.0003
H: -3.3227 3.1128 0.9210  0.0020
H: -1.8339 5.1419 0.5005  0.0006
H: 0.5650 4.2457 1.2059  -0.0939
H: 1.2474 2.3391 -0.4342  -0.0124

**E**: -215975.31555 eV
**LUMO (alpha / beta)**: -10.64 / -10.64 eV
**Strongest force on any atom**: 1.9 eV Å⁻¹
**Total charge**: +3
**Orbital gap (alpha / beta)**: 5.2 / 5.2 eV
**Relative energy (zero: lowest compared OMol25 entry of this formula, charge and spin)**: 30.2 kJ/mol
**Spin multiplicity**: 2